(1)
{
  "formula": "C5H15NO2",
  "method": "ωB97M-V/def2-TZVPD",
  "species": ["C", "C", "C", "C", "C", "N", "H", "H", "H", "H", "H", "H", "H", "H", "H", "H", "H", "H", "H", "O", "H", "H", "O"],
  "positions_angstrom": [[-0.35011, 2.24530, -0.89467], [0.54081, 0.95462, -1.15205], [0.43404, 0.03448, 0.02436], [0.19328, -1.27351, -0.03127], [0.26050, -2.24311, 1.11063], [-1.53062, 1.91143, -0.11441], [-0.53201, 2.77844, -1.82167], [0.25722, 2.93359, -0.28797], [1.57811, 1.28430, -1.31748], [0.25240, 0.44933, -2.06332], [0.68863, 0.63303, 0.92220], [-0.25861, -1.69409, -0.92800], [1.25225, -2.71556, 1.09588], [-0.38597, -3.08639, 0.83213], [0.03417, -1.70389, 2.02238], [-1.38670, 2.10460, 0.86431], [-2.43204, 2.24679, -0.40668], [-1.67422, -0.52807, 1.29346], [-3.14921, -0.24074, 1.64637], [-2.48604, -0.92485, 1.64433], [2.61468, -1.35065, -0.14316], [2.96717, -1.07574, -1.59836], [3.11226, -0.73932, -0.69701]],
  "forces_ev_per_angstrom": [[1.15, -0.60, 0.56], [-0.92, 1.02, -0.09], [0.69, 0.68, -0.16], [-0.78, 0.53, 0.24], [0.28, -0.29, -1.24], [-0.27, -0.30, 0.04], [-0.40, -0.11, -0.14], [0.07, -0.07, -0.23], [-0.21, -0.20, 0.30], [-0.34, -0.18, -0.32], [0.03, -1.12, 0.08], [0.58, 0.21, -0.36], [0.05, 0.26, 0.54], [-0.30, 0.36, 0.84], [0.03, -0.64, 0.46], [-0.19, 0.12, -0.05], [0.13, 0.25, -0.24], [-0.40, 0.12, -0.22], [-0.16, 0.38, -0.12], [0.42, -0.43, 0.22], [-0.02, 0.17, -0.04], [0.10, 0.21, 0.48], [0.44, -0.38, -0.56]],
  "mulliken_charge": [-0.784, -0.606, 0.450, -0.770, -1.041, -0.419, 0.413, 0.305, 0.280, 0.332, 0.207, 0.231, 0.353, 0.299, 0.383, 0.225, 0.164, 0.333, 0.289, -0.660, 0.338, 0.322, -0.645],
  "gap_ha": 0.3638,
  "e_above_lowest_kj_mol": 175.16
}

(2)
{
  "formula": "C5H15NO2",
  "method": "ωB97M-V/def2-TZVPD",
  "species": ["C", "O", "C", "C", "C", "C", "N", "H", "H", "H", "H", "H", "H", "H", "H", "H", "H", "H", "H", "H", "H", "H", "O"],
  "positions_angstrom": [[0.95997, 1.11139, 1.14258], [0.22493, 1.51222, 2.31462], [0.10568, 0.27694, 0.18032], [0.36517, -1.26557, 0.36847], [0.79602, -2.00644, -0.89862], [-0.37716, -2.24072, -1.88470], [0.30583, 0.78957, -1.15678], [1.22890, 2.03429, 0.67426], [1.85859, 0.56077, 1.42206], [0.40603, 0.92823, 3.06375], [-0.92294, 0.49020, 0.44327], [1.17674, -1.35593, 1.09628], [-0.57618, -1.72071, 0.67176], [1.54139, -1.42453, -1.43033], [1.26055, -2.95422, -0.61124], [-0.52505, -3.31548, -2.05686], [-0.13205, -1.83785, -2.86803], [-1.31974, -1.91487, -1.44249], [1.16874, 1.22708, -1.42055], [-0.18867, 0.27740, -1.87218], [-1.96664, 4.17505, 1.63064], [-2.69055, 2.87588, 1.48897], [-2.69957, 3.77729, 1.14481]],
  "forces_ev_per_angstrom": [[-0.68, -0.36, 0.71], [0.16, -0.28, 0.14], [0.57, -0.12, -0.16], [0.18, 0.57, -0.69], [-0.32, 0.05, -0.21], [0.50, -1.07, 0.36], [-0.75, 0.07, -0.15], [0.26, 0.56, -0.41], [0.14, 0.11, 0.02], [0.02, 0.07, -0.40], [-0.30, 0.00, 0.17], [-0.42, -0.36, 0.29], [0.21, -0.17, 0.65], [0.34, 0.04, 0.11], [-0.09, 0.08, -0.06], [0.08, 0.14, 0.06], [-0.50, 0.33, 0.10], [-0.02, 0.44, -0.44], [0.14, -0.31, 0.00], [0.44, 0.24, -0.09], [-0.07, 0.12, -0.16], [-0.10, 0.00, -0.17], [0.22, -0.15, 0.33]],
  "mulliken_charge": [-0.856, -0.544, 0.826, -0.894, -0.508, -1.304, -0.614, 0.264, 0.407, 0.303, 0.110, 0.371, 0.347, 0.319, 0.381, 0.341, 0.336, 0.371, 0.166, 0.181, 0.318, 0.316, -0.639],
  "gap_ha": 0.3523,
  "e_above_lowest_kj_mol": 139.01
}

no.,E_tot (Eh),HOMO (eV)
1,-404.68835,-9.05
2,-404.70212,-8.81